# C46H55F27N2O18

A cluster of 11 separate species, C46H55F27N2O18 in total (ωB97M-V/def2-TZVPD, OMol25).

Results
highest occupied orbital energy: -9.709 eV
E: -5946.09753 a.u.
lowest unoccupied orbital energy: 0.3 eV
largest force on an atom: 0.0690 Eh/bohr
gap between HOMO and LUMO: 9.9858 eV

Structure (XYZ):
```
148
Properties=species:S:1:pos:R:3:forces:R:3
C 10.157 11.251 11.541 -0.889 -0.208 0.488
C 10.784 12.499 12.074 1.397 -0.830 0.418
O 12.219 12.317 11.772 -0.969 0.307 0.037
C 13.119 12.735 12.624 1.015 -1.440 -1.998
O 13.025 13.347 13.614 -0.600 1.506 2.160
C 14.477 12.219 12.095 0.909 -0.367 -0.472
F 15.466 12.550 12.947 -0.526 -0.419 -0.394
F 14.451 10.886 11.893 0.045 0.127 0.863
F 14.782 12.708 10.886 -0.088 0.679 0.148
H 10.439 10.325 12.075 -0.186 0.585 -0.133
H 10.402 11.147 10.496 0.256 -0.091 -0.344
H 9.076 11.420 11.570 -0.031 -0.409 0.176
H 10.669 12.743 13.131 -0.024 -0.441 0.054
H 10.454 13.338 11.529 -0.277 1.096 -0.769
C 11.189 16.409 12.993 -0.256 -0.561 0.046
C 11.909 16.547 14.337 0.278 1.111 -1.206
O 12.771 17.748 14.219 0.034 -0.484 0.045
C 12.219 18.918 14.417 -0.495 0.541 0.455
O 11.074 19.164 14.721 0.904 -0.208 -0.306
C 13.321 20.038 14.305 -1.572 -0.699 2.166
F 14.267 19.722 13.492 0.956 0.186 -1.371
F 12.717 21.191 13.998 0.822 -0.233 0.098
F 13.913 20.128 15.559 -0.675 0.412 -0.879
H 11.853 16.093 12.154 -0.201 0.473 0.748
H 10.629 17.317 12.721 0.348 -0.257 0.144
H 10.452 15.609 13.095 -0.087 -0.034 0.020
H 12.622 15.758 14.515 -0.134 -0.221 -0.099
H 11.274 16.692 15.209 -0.220 -0.106 -0.179
C 16.608 16.808 18.854 0.992 -0.922 -0.848
C 17.469 15.531 18.779 -0.545 -0.365 0.834
O 18.890 15.782 18.677 0.299 0.607 -1.136
C 19.258 16.171 17.456 -0.371 -0.647 -0.432
O 18.522 16.392 16.520 1.076 -0.066 1.013
C 20.818 16.123 17.299 0.166 -1.826 0.019
F 21.265 14.822 17.184 -0.945 0.610 0.298
F 21.173 16.702 16.197 0.125 1.034 -1.472
F 21.517 16.648 18.279 -0.122 0.541 1.021
H 16.661 17.327 17.876 -0.199 -0.121 0.715
H 17.070 17.396 19.645 -0.417 0.340 0.020
H 15.579 16.511 19.077 0.189 0.270 0.074
H 17.194 14.789 18.033 -0.084 0.402 -0.538
H 17.434 14.970 19.705 -0.233 0.147 0.409
C 16.442 11.537 17.902 -0.565 0.573 0.200
C 16.186 12.423 16.709 -1.561 0.659 -1.398
O 17.341 12.734 15.891 0.951 0.021 0.456
C 17.877 11.681 15.281 0.422 2.347 -1.247
O 17.487 10.580 15.358 -0.347 -2.360 0.000
C 19.019 12.115 14.255 -0.826 0.095 1.685
F 19.863 11.141 14.079 1.014 -1.473 0.120
F 18.548 12.416 13.072 -0.927 0.582 -0.900
F 19.685 13.152 14.743 0.293 0.749 0.167
H 15.564 11.343 18.516 -0.555 0.021 -0.521
H 17.045 12.069 18.610 0.958 0.211 0.234
H 16.862 10.593 17.632 0.383 -0.458 -0.114
H 15.756 13.405 16.931 0.550 -0.026 0.605
H 15.445 12.117 15.948 0.097 -0.905 0.669
C 21.647 16.241 12.802 1.454 -1.624 2.508
C 20.601 17.234 13.155 1.127 0.423 1.752
O 19.393 16.511 13.478 -0.527 0.370 0.363
C 18.305 17.226 13.779 0.158 0.682 -0.628
O 18.208 18.424 13.891 0.360 -1.235 0.134
C 17.003 16.367 13.699 0.959 0.089 -2.472
F 17.040 15.135 14.187 0.285 0.097 -0.684
F 16.012 16.982 14.238 -1.269 0.810 0.708
F 16.734 16.366 12.262 0.454 -0.651 2.579
H 21.751 15.507 13.688 -0.442 0.725 -1.472
H 22.676 16.653 12.799 -0.717 0.270 -0.442
H 21.439 15.711 11.899 -0.062 -0.417 -0.542
H 20.442 17.858 12.330 -0.720 1.133 -1.125
H 21.010 17.869 13.998 -1.090 -0.693 -0.655
C 8.479 17.470 18.012 0.875 -0.495 -0.035
C 8.545 15.958 18.024 -1.406 -1.130 -0.109
O 7.657 15.382 16.939 1.226 -0.002 -0.049
C 8.281 14.594 16.054 0.553 1.223 0.828
O 9.475 14.337 16.022 -2.079 -0.061 -0.472
C 7.171 14.123 15.052 1.190 0.972 0.721
F 6.275 13.418 15.717 -0.672 -0.127 -0.051
F 6.590 15.161 14.415 -0.016 -0.347 0.511
F 7.739 13.378 14.147 0.383 -1.103 -1.226
H 9.103 17.860 18.837 -0.421 -0.247 -0.208
H 7.462 17.869 18.063 0.211 -0.213 0.028
H 8.973 17.773 17.098 -0.088 0.489 -0.296
H 8.104 15.499 18.904 -0.056 0.245 0.279
H 9.491 15.457 17.866 0.386 0.747 0.057
C 8.722 9.780 23.328 0.326 1.697 0.201
C 8.934 9.602 21.844 -0.376 0.951 -0.766
O 8.273 10.738 21.101 1.192 -1.285 0.516
C 7.846 10.564 19.874 -2.179 0.889 -2.077
O 7.623 9.634 19.121 1.368 0.586 1.940
C 7.273 11.978 19.359 -0.895 -1.221 -0.644
F 7.723 12.333 18.156 1.416 0.178 0.065
F 5.942 11.847 19.082 0.327 -0.017 1.374
F 7.495 12.930 20.247 -0.276 0.459 -0.215
H 7.669 9.694 23.618 0.232 -0.004 -0.200
H 9.123 10.757 23.738 -0.525 -0.923 -0.775
H 9.293 9.038 23.843 0.257 -0.746 0.306
H 8.459 8.735 21.471 -0.712 -1.114 -0.185
H 9.965 9.510 21.483 -0.087 0.580 0.395
C 15.810 24.300 21.974 0.177 -0.814 1.035
C 15.825 22.753 22.130 2.803 1.212 1.803
O 15.917 22.082 20.904 -0.707 -0.547 -1.622
C 14.757 21.773 20.337 -2.363 -0.477 -0.002
O 13.633 21.905 20.812 2.544 0.004 -1.050
C 14.928 21.134 18.878 -0.299 -0.093 0.195
F 16.188 20.863 18.617 0.617 -0.146 0.020
F 14.244 19.941 18.762 0.392 1.714 0.236
F 14.513 22.012 17.932 -0.231 -0.800 0.898
H 14.910 24.553 21.459 -0.631 0.386 -0.460
H 16.666 24.724 21.448 0.017 -0.395 -0.077
H 15.771 24.797 22.968 -0.007 -0.511 -0.518
H 15.067 22.369 22.737 -1.980 -0.223 0.388
H 16.692 22.370 22.734 -0.163 0.760 -0.890
C 10.923 20.607 19.660 -0.171 -0.504 2.390
C 10.955 20.719 21.228 0.581 -0.947 -1.234
O 11.998 19.766 21.748 -1.136 -0.307 -0.012
C 11.479 18.508 21.801 1.257 2.110 -0.775
O 10.368 18.280 21.447 -0.400 -1.623 0.390
C 12.584 17.484 22.247 -2.263 0.394 -0.202
F 12.554 16.444 21.416 0.199 -0.172 0.278
F 13.766 18.023 22.245 1.200 0.229 0.032
F 12.281 17.085 23.494 0.227 -0.317 -0.044
H 10.317 19.705 19.519 0.386 0.312 -0.840
H 11.959 20.525 19.367 0.076 -0.233 -0.468
H 10.491 21.493 19.226 -0.296 0.170 -0.183
H 10.023 20.348 21.632 -0.189 0.491 0.184
H 11.211 21.706 21.547 0.400 0.270 0.464
C 13.912 15.689 16.506 -0.238 -1.530 0.024
C 13.173 14.702 17.159 1.557 -1.722 -2.142
C 12.194 15.045 18.027 -0.559 -0.960 0.456
N 11.930 16.263 18.373 -0.202 1.959 0.347
C 12.707 17.211 17.830 -1.350 0.200 0.807
C 13.662 16.995 16.896 1.270 -0.633 -0.414
H 14.528 15.297 15.673 0.073 0.973 0.657
H 13.319 13.628 16.851 -0.273 1.201 0.425
H 11.545 14.302 18.422 -0.392 -0.727 0.432
H 12.457 18.214 18.108 0.021 0.511 0.263
H 14.241 17.818 16.563 0.331 0.605 -0.583
C 11.150 8.389 15.783 0.829 -1.025 1.575
C 12.543 8.248 15.660 -0.380 2.830 -0.428
C 13.198 9.513 15.681 1.129 -0.322 -0.517
N 12.660 10.723 15.931 0.020 -1.256 -0.272
C 11.348 10.741 16.178 0.695 -0.514 -0.092
C 10.562 9.594 16.150 -0.136 0.904 -0.342
H 10.611 7.474 15.898 -0.744 -0.360 -0.411
H 13.109 7.330 15.470 -0.529 0.395 0.080
H 14.265 9.581 15.398 -0.464 -0.263 0.438
H 10.985 11.725 16.392 -0.641 0.350 0.198
H 9.507 9.745 16.398 0.268 -0.576 -0.231
```
Positions in Å, forces in eV/Å.